Record 1
This record from the Open Molecules 2025 dataset describes one molecule with the formula C21H21N3O4S2. The level of theory is ωB97M-V with the def2-TZVPD basis set.

```
51
Properties=species:S:1:pos:R:3
C -2.47624 -4.56593 -0.21082
C -1.33142 -3.65473 0.10496
C -1.47043 -2.64247 1.04253
C -0.43813 -1.77529 1.34074
C 0.78568 -1.90006 0.68833
C 0.94104 -2.93294 -0.23363
C -0.09741 -3.80185 -0.53323
C 0.10971 -4.88872 -1.54341
H -0.59129 -4.78099 -2.37044
H 1.12071 -4.86312 -1.94147
H -0.06091 -5.86615 -1.09377
H 1.87918 -3.07504 -0.74496
N 1.84802 -1.01998 0.95584
C 1.76502 0.13452 1.66630
O 0.76722 0.64561 2.12710
C 3.16606 0.70647 1.81343
C 4.02757 -0.04054 0.79384
C 4.49516 0.86903 -0.33362
O 5.66379 1.00282 -0.60218
N 3.55845 1.63196 -0.98990
C 2.18344 1.55084 -0.96144
N 1.50810 0.53402 -1.34043
C 0.16994 0.70096 -1.15150
C -0.80953 -0.24476 -1.44466
C -2.11533 0.03709 -1.10896
C -2.43606 1.24797 -0.50991
C -1.50206 2.22726 -0.25508
C -0.18835 1.94773 -0.58541
S 1.22619 2.92094 -0.34957
H -1.80497 3.16033 0.19117
S -4.11211 1.50120 0.07488
O -4.38661 2.91045 0.13115
O -5.00603 0.66514 -0.67931
C -4.01255 0.85706 1.76872
H -3.25373 1.41929 2.29696
H -3.75037 -0.19068 1.70534
H -4.98114 0.98463 2.23586
H -2.91099 -0.66530 -1.29784
H -0.52651 -1.17997 -1.89788
H 3.96297 2.35618 -1.57353
H 4.95115 -0.40552 1.24963
C 3.15274 -1.23001 0.35339
H 3.05879 -1.25979 -0.73592
H 3.57542 -2.17711 0.70340
H 3.15828 1.78774 1.67985
H 3.49510 0.50995 2.83596
H -0.58617 -0.99903 2.07039
H -2.41294 -2.52941 1.55934
H -2.21473 -5.60208 0.00198
H -2.73808 -4.50221 -1.26658
H -3.35092 -4.30232 0.37777
```

Summary:
**HOMO-LUMO gap**: 8.3 eV
**SMILES**: Cc1ccc(N2C[C@@H](C(=O)Nc3nc4ccc(S(C)(=O)=O)cc4s3)CC2=O)cc1C
**Lowest unoccupied orbital energy**: -0.169 eV

Mulliken atomic charge list, values in e, 2 entries:
1. C -1.760
2. C 1.433



Record 2
This record from the Open Molecules 2025 dataset describes one molecule with the formula C21H21N3O5S2. The level of theory is ωB97M-V with the def2-TZVPD basis set.

```
52
Properties=species:S:1:pos:R:3
C 3.65238 6.87418 -7.17178
H 4.32023 7.30310 -6.41796
O 3.19131 5.59947 -6.78925
C 2.45149 5.48351 -5.66065
C 2.01331 4.19669 -5.34877
C 1.25930 3.95789 -4.20937
C 0.91172 5.02033 -3.37372
C 1.33807 6.29484 -3.68983
C 2.10898 6.53632 -4.81587
H 2.42714 7.54483 -5.02663
H 1.06711 7.12281 -3.05188
H 0.28612 4.87095 -2.50672
C 0.83150 2.56168 -3.96153
O 0.73263 1.72085 -4.83427
N 0.55327 2.24349 -2.65684
C 0.14275 0.98814 -2.29937
N -0.12598 0.64749 -1.08879
C -0.52112 -0.66099 -1.01333
C -0.53745 -1.30180 -2.22261
S -0.04885 -0.26062 -3.50383
H -0.80504 -2.31607 -2.43317
C -0.87316 -1.21440 0.28705
C -1.30127 -2.53652 0.43500
C -1.63003 -3.02645 1.68354
C -1.53489 -2.20031 2.78781
C -1.11650 -0.88909 2.66522
C -0.78625 -0.39757 1.41703
H -0.45861 0.62184 1.29041
H -1.06608 -0.27415 3.55042
S -1.94499 -2.87737 4.38742
O -3.16740 -3.62076 4.29939
O -1.85632 -1.83148 5.37141
N -0.69523 -3.99722 4.53759
C 0.56683 -3.41725 4.95222
H 0.66071 -2.44294 4.47168
C 0.63554 -3.27161 6.47644
H 1.63652 -2.97339 6.79299
O 0.37210 -4.50276 7.11532
C -0.90719 -4.98928 6.76984
H -1.03471 -5.92513 7.31639
C -1.01524 -5.21361 5.26018
H -2.03082 -5.49430 4.98382
H -0.31112 -5.98899 4.94121
H -1.68031 -4.26976 7.07878
H -0.09726 -2.51701 6.79316
H 1.36833 -4.07571 4.60084
H -1.97001 -4.04004 1.82249
H -1.37893 -3.17913 -0.42735
H 0.67472 2.91127 -1.90975
H 2.26794 3.37853 -6.00340
H 2.82201 7.56224 -7.35900
H 4.20625 6.72000 -8.09611
```

Summary:
**HOMO-LUMO gap**: 8.4 eV
**SMILES**: COc1cccc(C(=O)Nc2nc(-c3ccc(S(=O)(=O)N4CCOCC4)cc3)cs2)c1
**Lowest unoccupied orbital energy**: 0.140 eV

Mulliken atomic charge list, values in e, 2 entries:
1. C -0.857
2. H 0.351



Record 3
This record from the Open Molecules 2025 dataset describes C21H21N4O2RuS as an isolated structure. The level of theory is ωB97M-V with the def2-TZVPD basis set.

```
50
Properties=species:S:1:pos:R:3
Ru 0.22113 -0.07350 -0.10016
N -0.51390 0.31979 1.71149
C 0.07739 1.54824 2.19462
C -0.70789 2.67682 2.37023
C -0.11692 3.82698 2.87558
C 1.23423 3.82957 3.19559
C 2.01128 2.70012 2.97736
C 1.43945 1.54783 2.45389
C 2.20718 0.34927 2.04076
C 3.13577 -0.27025 2.85660
C 3.83617 -1.39281 2.41379
C 3.65985 -1.86769 1.12294
C 2.75603 -1.23773 0.27883
C 1.96409 -0.16588 0.74383
H -1.52679 0.37939 1.67681
H -0.22559 -0.48763 2.25909
H -1.76974 2.65459 2.14376
H -0.71558 4.71401 3.03268
H 1.68887 4.72244 3.60227
H 3.07341 2.71883 3.18751
H 3.31510 0.12370 3.84992
H 4.53597 -1.88080 3.07878
H 4.22515 -2.72079 0.77216
H 2.67670 -1.57738 -0.74665
C -4.72427 0.12193 -1.26494
O -3.73694 1.15287 -1.54406
C -2.54811 0.98897 -1.04013
O -2.15863 0.02383 -0.37840
N -1.73747 2.05233 -1.28492
N -0.36239 1.94076 -1.02080
H -5.58063 0.38463 -1.87329
H -4.98315 0.14257 -0.20978
H -4.32851 -0.84976 -1.54492
H -2.08041 2.83931 -1.81645
H -0.06756 2.67809 -0.38035
H 0.13549 2.06495 -1.89837
S -1.49126 -4.11991 -1.01115
C -0.78702 -3.04835 0.10250
N -0.11729 -2.05548 -0.42260
C -0.12950 -2.12667 -1.80982
C 0.55958 -1.22701 -2.62189
C 0.43326 -1.37059 -3.98717
C -0.34090 -2.41808 -4.51927
C -0.97298 -3.34202 -3.71221
C -0.86208 -3.17953 -2.32815
H -0.88851 -3.19659 1.16890
H 1.26637 -0.49833 -2.20115
H 0.95979 -0.70689 -4.65968
H -0.41651 -2.51796 -5.59336
H -1.52170 -4.17022 -4.14019
```

Summary:
**HOMO-LUMO gap (spin up / spin down)**: 7.6 / 6.8 eV
**Total charge**: +2
**<S²>**: 0.773
**Lowest unoccupied orbital energy (spin up / spin down)**: -6.604 / -7.689 eV
**2S+1**: 2

Mulliken atomic charge list, values in e, 2 entries:
1. Ru 0.038
2. N -0.223



Record 4
This record from the Open Molecules 2025 dataset describes C21H21N5O4S4SbW as an isolated structure. The level of theory is ωB97M-V with the def2-TZVPD basis set.

```
57
Properties=species:S:1:pos:R:3
W 0.56384 -0.88567 -0.12174
O -2.31033 2.10174 -0.15406
C -1.71108 1.04902 -0.21166
O -0.42530 0.91138 -0.20223
C -2.44876 -0.25675 -0.36384
C -3.84963 -0.27063 -0.36727
C -4.48116 -1.46216 -0.54603
C -3.71661 -2.63204 -0.74333
C -4.32880 -3.89132 -0.94546
C -3.57056 -5.00857 -1.13027
C -2.16401 -4.90937 -1.11989
C -1.54135 -3.70942 -0.92667
C -2.30468 -2.53698 -0.73513
N -1.69100 -1.32124 -0.53152
H -4.36600 0.66719 -0.22623
H -5.56202 -1.53147 -0.54139
H -5.41026 -3.94536 -0.94879
H -4.04190 -5.96989 -1.28378
H -1.56579 -5.79880 -1.26743
H -0.46492 -3.64596 -0.92808
S 2.16758 2.04971 3.55102
Sb 2.22168 0.01702 2.60706
S 0.01529 -0.92878 2.23466
S 2.48552 0.29871 0.15889
C 2.51413 -0.75374 -4.05710
C 1.88063 -1.15980 -2.77205
N 0.90415 -0.45694 -2.18876
O 0.37914 0.55177 -2.94014
C 2.29937 -2.22246 -1.95570
C 3.56376 -3.00025 -2.04792
N 1.33823 -2.47062 -1.02100
O 1.49320 -2.57542 0.35019
H 2.64087 0.32771 -4.08031
H 1.89437 -1.02922 -4.91213
H 3.48160 -1.24041 -4.16477
H 0.43831 1.33757 -2.34241
H 3.55031 -3.71048 -2.87828
H 3.71411 -3.55676 -1.12406
H 4.41078 -2.32977 -2.19149
N 2.65209 3.44294 0.57968
C 1.44742 3.32917 -0.00746
S 1.31773 3.23756 -1.69188
N 0.36267 3.31387 0.78223
C 0.33064 3.50742 2.18733
C -0.42350 2.63885 2.96695
C -0.51211 2.84342 4.33448
C 0.15956 3.89958 4.93184
C 0.91073 4.76507 4.14900
C 0.98876 4.58191 2.77726
H 3.43823 3.30485 -0.03169
H 2.76454 3.16854 1.54750
H -0.48889 2.97670 0.34484
H -0.93122 1.80881 2.49396
H -1.09734 2.16113 4.93706
H 0.09830 4.04865 6.00168
H 1.42929 5.59860 4.60486
H 1.55036 5.27141 2.16147
```

Summary:
**HOMO-LUMO gap (spin up / spin down)**: 6.0 / 5.5 eV
**<S²>**: 1.219
**Lowest unoccupied orbital energy (spin up / spin down)**: -1.139 / -2.076 eV
**2S+1**: 2

Mulliken atomic charge list, values in e, 2 entries:
1. W 1.588
2. O -0.739



Calculated values (kcal per mole) of relative energy (zero: lowest compared OMol25 entry of this formula, charge and spin) for the records, taken in order: 1.7; 55.3; 25.9; 28.0.